Computed, not measured: a molecular structure, C29H21MnN7Se at a distorted geometry, with ωB97M-V with the def2-TZVPD basis set.

Positions of all 59 atoms, in Å:
C: -4.68 0.67 1.20
C: 3.49 2.66 2.01
H: -2.33 -4.91 0.60
H: 1.84 -4.66 -0.43
N: -0.36 -2.22 0.29
C: 0.82 1.73 -1.47
C: -1.42 -4.34 0.42
C: 1.27 3.22 -3.31
H: -1.62 -1.63 -4.64
H: 1.79 3.63 -1.26
C: -2.96 -0.97 0.87
H: 3.38 2.77 4.17
C: 0.45 -0.15 4.43
C: 2.85 2.33 0.84
H: 1.66 -2.20 -0.20
H: -4.06 2.69 0.74
H: -0.63 -1.43 3.07
H: 0.62 2.63 -5.26
Se: 0.48 5.36 3.03
H: -1.44 -1.99 -2.20
C: -0.56 0.23 -4.59
H: -0.62 0.41 -5.65
C: 1.34 2.91 -1.94
C: -1.10 -0.90 -4.03
C: -4.27 -0.64 1.23
N: -2.62 -2.32 0.87
C: 0.67 2.38 -4.21
N: 0.36 0.07 2.05
Mn: -0.11 -0.32 0.15
H: -4.96 -1.42 1.54
C: 0.17 0.86 -2.39
H: 4.48 3.09 1.97
C: 2.90 2.42 3.26
H: 3.34 2.43 -0.12
C: 0.58 4.07 1.93
C: 0.80 -2.85 -0.03
H: -5.69 0.93 1.47
C: -2.50 1.26 0.49
C: 1.40 1.95 0.92
H: -3.38 -2.94 1.10
C: 1.18 1.12 2.16
H: 1.70 4.15 -3.66
C: 1.36 0.88 4.52
C: 0.90 -4.21 -0.16
H: 1.75 1.19 5.49
N: 0.80 1.23 -0.17
N: 0.59 3.21 1.09
N: -2.08 -0.03 0.53
C: 0.01 -0.57 3.18
H: -0.22 -6.05 -0.04
H: -1.75 1.99 0.20
N: -0.38 -0.27 -1.84
C: -0.25 -4.97 0.07
C: -1.00 -1.11 -2.65
C: -1.45 -2.95 0.52
H: 0.09 -0.67 5.31
C: 1.80 1.51 3.36
C: 0.10 1.16 -3.76
C: -3.77 1.65 0.80

Calculated values
Kohn-Sham gap (spin up / spin down): 3.96 / 3.79 eV
HOMO level (spin up / spin down): -12.68 / -12.55 eV
LUMO energy (spin up / spin down): -0.3205 / -0.3222 hartree
energy: -137496.4287 eV
charge: +2
2S+1: 2

natural (NBO) atomic charge list, values in e, 8 entries: -0.110 -0.311 0.238 0.252 -0.502 0.126 -0.263 -0.196



Computed, not measured: a molecular structure, C29H22BBrF4N8O11Y, with ωB97M-V with the def2-TZVPD basis set.

Positions of all 77 atoms, in Å:
C: 6.82 2.09 -3.93
C: 3.99 0.05 -2.15
H: -0.73 -2.12 -1.38
H: 3.60 3.63 -5.38
F: -3.27 3.25 2.57
C: 3.27 1.79 -0.61
H: 1.12 1.11 6.08
H: -1.62 -3.94 3.52
H: 3.61 1.28 -4.62
C: -1.97 -2.09 4.61
N: -7.36 0.25 -2.41
C: 2.01 1.21 -0.47
H: -6.65 -1.78 -0.81
C: 0.48 -2.48 4.46
Y: -0.87 0.72 0.63
C: 4.23 1.22 -1.46
F: -2.92 3.95 0.41
O: -5.28 -2.88 0.98
C: -6.03 -0.03 -1.90
C: -3.44 -0.54 -0.84
C: 4.51 1.88 -4.54
N: 5.76 -0.07 -3.69
C: 1.19 -2.40 -2.36
O: 0.68 -3.13 5.47
H: 1.96 -3.37 3.38
H: 7.73 1.64 -3.54
O: 1.89 -2.28 1.22
C: -0.34 -0.36 5.46
C: 1.13 -1.99 2.11
C: 0.26 -1.71 -1.56
O: -7.50 1.23 -3.13
N: -4.39 -2.60 0.19
C: -2.34 -3.12 3.55
C: -4.98 0.80 -2.24
H: -5.14 1.65 -2.89
C: -0.64 -0.74 3.03
N: 4.96 -0.64 -2.93
O: -3.40 -3.27 0.00
H: -0.36 -0.87 6.43
O: -2.87 2.11 -3.16
O: -1.61 1.53 -1.55
C: -3.72 0.55 -1.73
H: 1.01 0.91 4.33
N: 1.23 -2.67 3.34
Br: 5.64 5.76 -5.43
O: 1.07 1.70 0.29
H: 5.19 1.69 -1.54
C: -5.83 -1.13 -1.08
H: -2.37 -2.67 2.55
C: 2.42 -1.86 -2.57
O: -2.33 -0.75 -0.28
O: -8.26 -0.51 -2.10
F: -3.05 1.70 0.86
H: 0.92 -3.36 -2.78
H: 7.71 4.02 -4.26
H: -3.32 -3.54 3.74
C: 5.65 3.96 -4.85
F: -1.24 2.84 1.54
N: 0.17 -1.02 2.01
N: 0.53 -0.56 -1.00
H: 3.16 -2.36 -3.18
C: -4.57 -1.39 -0.62
C: 5.67 1.33 -4.00
H: -1.93 -2.56 5.60
H: 1.83 -0.31 5.32
O: -1.49 0.17 2.85
H: 3.49 2.69 -0.06
H: -1.17 0.34 5.43
C: 6.82 3.42 -4.33
H: -2.72 -1.30 4.65
C: 1.76 -0.02 -1.18
N: -2.67 1.46 -2.17
C: 4.50 3.19 -4.97
C: 2.74 -0.62 -1.98
C: 0.98 0.38 5.28
B: -2.67 3.02 1.37
C: -0.60 -1.42 4.38

Calculated values
Kohn-Sham gap: 6.39 eV
HOMO level: -5.54 eV
relative energy (zero: lowest compared OMol25 entry of this formula, charge and spin): 0.0 kJ/mol
LUMO energy: 0.0312 hartree
energy: -147514.6592 eV
charge: -1

Mulliken atomic charge list, values in e, 8 entries: -0.327 -0.184 0.373 0.412 -0.324 -0.980 0.488 0.281



Computed, not measured: a molecular structure, C29H22ClIrN7O7S at a distorted geometry, with ωB97M-V with the def2-TZVPD basis set.

Positions of all 68 atoms, in Å:
H: -3.90 0.23 0.80
C: 0.53 -2.84 -0.35
C: -0.45 3.82 -0.13
C: 1.64 0.89 -3.21
H: -1.48 -0.17 5.06
C: -1.27 0.07 2.92
N: 0.87 -0.09 1.68
C: -1.97 -0.06 4.12
H: -4.46 2.67 -1.66
C: 3.65 -0.14 4.18
H: -4.54 2.98 0.08
C: 2.60 1.76 -2.68
H: 2.75 1.82 -1.61
C: -2.16 -3.17 -0.63
H: 4.09 3.20 -3.16
O: 0.26 -6.42 0.18
H: -1.47 0.25 0.81
C: -2.15 1.74 -1.00
C: -3.36 -0.07 4.11
O: 3.60 -0.08 5.38
H: -3.23 -3.26 -0.75
C: 0.01 -4.11 -0.23
C: 3.16 2.43 -4.94
H: 2.66 -4.37 -0.10
H: -2.22 4.99 -0.21
C: -4.07 0.04 2.93
C: 2.16 -0.19 1.99
O: -2.91 0.86 -1.38
H: 2.10 1.49 -6.55
C: 1.48 0.80 -4.60
H: 2.72 -6.07 0.15
H: 4.65 -0.37 2.54
C: 3.34 2.52 -3.55
N: 0.19 0.05 2.86
C: 1.11 0.09 3.88
C: -1.99 0.17 1.74
H: 1.58 -2.63 -0.25
S: 0.27 -0.38 -4.97
N: 2.17 -5.24 0.01
H: -3.88 -0.18 5.06
C: -1.37 -4.27 -0.36
N: 0.78 0.03 -2.51
H: -0.68 -1.40 -2.99
N: -2.61 3.03 -0.76
C: 2.24 1.57 -5.48
C: 2.38 -0.07 3.36
C: 0.01 2.49 -0.31
N: -0.81 1.54 -0.77
C: 0.05 -0.68 -3.32
Cl: 0.76 0.34 5.51
H: -2.14 -1.03 -0.97
C: -1.57 -1.92 -0.74
C: 3.12 -0.45 0.88
C: -3.37 0.15 1.74
H: -4.22 4.33 -1.04
H: -1.78 -5.26 -0.24
N: -0.25 -1.76 -0.58
O: 4.31 -0.60 1.08
O: 1.18 2.05 -0.08
O: 2.57 -0.51 -0.29
Ir: 0.65 0.03 -0.50
C: 0.83 -5.36 0.01
O: 4.78 -0.26 3.52
H: 3.76 3.05 -5.60
H: 0.22 4.61 0.19
C: -1.76 4.02 -0.35
H: -5.16 0.02 2.94
C: -4.05 3.27 -0.85

Calculated values
Kohn-Sham gap: 8.83 eV
HOMO level: -11.93 eV
relative energy (zero: lowest compared OMol25 entry of this formula, charge and spin): 93.4 kJ/mol
LUMO energy: -0.1137 hartree
energy: -81388.1600 eV
charge: +1

natural (NBO) atomic charge list, values in e, 8 entries: 0.234 0.065 -0.382 0.080 0.241 0.100 -0.291 -0.210